Record 1
DFT (ωB97M-V with the def2-TZVPD basis set) results for a single C3H3NO2 molecule in a non-equilibrium geometry.

The geometry in XYZ format:
```
9
C3H3NO2 (ωB97M-V with the def2-TZVPD basis set)
O -1.24041 1.05649 1.36668
C -0.39358 0.37876 0.61569
N 0.01368 1.20802 -0.32024
O 0.68084 0.49510 -1.26435
C 0.73490 -0.76027 -0.81532
C 0.08805 -0.92751 0.37317
H -1.08879 1.82395 0.54481
H 1.28446 -1.44542 -1.43855
H -0.07914 -1.82911 0.93810
```

orbital gap	0.39118	hartree
highest occupied orbital energy	-9.730	eV
LUMO	0.9143	eV

Here are the Mulliken charges for atoms 1 to 6, given in e: -0.579, 0.444, -0.320, -0.154, -0.206, -0.516


Record 2
DFT (ωB97M-V with the def2-TZVPD basis set) results for C14H28IO5PPd as an isolated structure in a non-equilibrium geometry.

The geometry in XYZ format:
```
50
C14H28IO5PPd (ωB97M-V with the def2-TZVPD basis set)
Pd -1.45259 -0.16182 -1.13045
O -5.30520 1.17530 1.01417
C -3.97861 1.11942 0.81121
O -3.46184 1.47403 -0.21499
C -3.25342 0.63940 2.05533
O -2.05958 -0.04164 1.79023
C -2.17632 -1.46009 1.88603
C -2.71876 -2.24329 0.67691
O -3.44401 -3.19079 0.92426
O -2.31741 -1.94198 -0.50912
H -5.69609 1.55856 0.21136
H -3.01344 1.54903 2.61691
H -3.94101 0.04502 2.66264
H -1.16606 -1.82595 2.07278
H -2.79694 -1.72374 2.74507
I -1.68610 1.18919 -3.53191
C -2.74821 -0.33836 -2.55981
H -2.68790 -1.28394 -3.08950
H -3.76184 -0.01838 -2.33576
C 3.49930 -0.35118 -1.37209
C 2.02380 -0.11599 -1.69341
C 1.53027 -1.25515 -2.59534
P 0.86259 0.20319 -0.28357
C 1.31231 -0.87605 1.15021
C 1.17878 -2.34733 0.75388
C 2.61194 -0.61083 1.90545
C 1.21247 1.91904 0.31617
C 0.23048 2.91198 -0.30865
C 2.63987 2.44502 0.17614
H 4.06478 -0.40370 -2.30471
H 3.63265 -1.30777 -0.86677
H 3.94670 0.42588 -0.75567
H 1.94169 0.81612 -2.27063
H 1.80736 -2.22353 -2.17512
H 1.99679 -1.17683 -3.57895
H 0.44867 -1.25007 -2.72899
H 0.48829 -0.64025 1.83488
H 2.03990 -2.67509 0.16925
H 0.27842 -2.53549 0.16451
H 1.13888 -2.97503 1.64642
H 3.49229 -0.77961 1.28679
H 2.68031 -1.28913 2.75906
H 2.66056 0.40490 2.29628
H 0.97525 1.84589 1.38580
H 0.48481 3.10439 -1.35488
H 0.27993 3.86563 0.22031
H -0.80031 2.55218 -0.28029
H 2.93829 2.49462 -0.87280
H 3.37442 1.84370 0.70831
H 2.69388 3.46054 0.57303
```

orbital gap	0.30837	hartree
highest occupied orbital energy	-8.376	eV
LUMO	0.0156	eV

Here are the Mulliken charges for atoms 1 to 6, given in e: 0.471, -0.502, 0.567, -0.455, -0.570, -0.369


Record 3
DFT (ωB97M-V with the def2-TZVPD basis set) results for C47H25Cl5N11PbS as an isolated structure.

The geometry in XYZ format:
```
90
C47H25Cl5N11PbS (ωB97M-V with the def2-TZVPD basis set)
Pb -0.29710 0.08892 0.51453
C 2.89636 -5.58713 -1.25529
C 2.45563 -5.39125 -2.56118
C 1.95991 -4.16125 -2.97993
C 1.91213 -3.13948 -2.05519
C 1.25046 -1.79830 -2.11503
N 0.54840 0.22029 -3.47287
C -0.21008 1.05494 -2.87979
C -1.33158 1.70087 -3.60285
C -1.81804 1.54750 -4.88284
C -2.92795 2.31124 -5.23627
C -3.50851 3.20094 -4.33777
C -2.99602 3.36614 -3.05471
C -1.90043 2.60096 -2.70775
C -1.13002 2.48004 -1.45506
N -1.39192 3.29386 -0.43375
C -0.90735 3.23622 0.78760
N -0.29768 2.19176 1.39246
C 0.09023 2.56301 2.66565
N 0.89671 1.92890 3.45909
C 1.58025 0.81343 3.15425
N 1.49726 0.05368 2.03251
C 2.41879 -0.94771 2.11663
N 2.62039 -1.94327 1.24619
C 2.25001 -2.09097 0.02738
N 1.71403 -1.13887 -0.87809
C 2.35101 -3.33190 -0.73514
C 2.85540 -4.55870 -0.32722
C 3.12357 -0.85502 3.37489
C 4.12907 -1.62549 3.93827
C 4.59670 -1.24691 5.18718
C 4.07690 -0.12990 5.84532
C 3.07525 0.64446 5.27977
C 2.59734 0.26648 4.03412
C -0.48770 3.88321 2.95381
C -0.58905 4.63607 4.10657
C -1.32213 5.81750 4.04566
C -1.90111 6.25141 2.85765
C -1.77086 5.51247 1.68627
C -1.08063 4.31958 1.76254
N -0.18381 1.53742 -1.56769
H 3.27595 -6.55775 -0.96550
H 2.48334 -6.21568 -3.26099
H 1.63386 -4.00847 -3.99974
H -1.35795 0.84937 -5.56920
H -3.34586 2.21956 -6.23020
H -4.36744 3.78239 -4.64659
H -3.42878 4.07186 -2.35794
H 3.20807 -4.68824 0.68751
H 4.52794 -2.48621 3.41864
H 5.38181 -1.82188 5.65975
H 4.47441 0.14166 6.81419
H 2.67868 1.51455 5.78530
H -0.13615 4.30376 5.03090
H -1.44940 6.41183 4.94049
H -2.47425 7.16873 2.85035
H -2.21096 5.84118 0.75448
Cl 3.89880 1.30387 0.08558
C 3.35487 0.75279 -1.45406
C 2.28327 -0.08037 -1.59280
C 1.67015 -0.48615 -2.91004
Cl -0.52649 -2.10611 -2.12067
C 2.72633 -0.51416 -3.97294
Cl 2.39934 -1.40960 -5.37962
C 3.77858 0.33720 -3.85259
Cl 4.87385 0.51865 -5.16597
C 4.04869 1.06597 -2.63267
Cl 5.35299 2.15471 -2.58321
C -0.95460 -4.65943 1.75371
N -1.88717 -3.88213 0.96435
C -2.62190 -4.32316 -0.11408
C -3.32497 -3.28343 -0.58328
N -3.02110 -2.17444 0.20395
C -2.11474 -2.56281 1.17603
S -1.39550 -1.71884 2.44771
C -3.55039 -0.88011 -0.01644
C -4.52495 -0.65017 -0.98125
C -5.05510 0.62490 -1.08340
C -4.64849 1.61159 -0.19934
C -3.64785 1.29147 0.70005
N -3.07666 0.09115 0.74943
H -1.00383 -5.69819 1.43734
H -1.20782 -4.58167 2.80889
H 0.05673 -4.27320 1.62199
H -2.57812 -5.33958 -0.46203
H -4.01630 -3.25319 -1.40317
H -4.87301 -1.42804 -1.64431
H -5.80034 0.83523 -1.83850
H -5.08315 2.60040 -0.21027
H -3.26822 2.01500 1.41031
```

total charge	+1
orbital gap (spin up / spin down)	0.18713 / 0.19380	hartree
highest occupied orbital energy (spin up / spin down)	-9.542 / -9.286	eV
LUMO (spin up / spin down)	-4.4496 / -4.0127	eV

Here are the Mulliken charges for atoms 1 to 6, given in e: 1.934, -0.799, -0.781, -0.532, -0.446, 0.405


| no. | calculated total energy (a.u.) |
| --- | --- |
| 1 | -321.24675 |
| 2 | -1693.36872 |
| 3 | -5300.21469 |